The following is a quantum chemistry calculation of a structure of composition C29H21ClINO3PTa, from the Open Molecules 2025 dataset.

```
58
Properties=species:S:1:pos:R:3:forces:R:3:lowdin_charge:R:1
Ta -0.82874 -0.87400 -0.48676 0.4 0.0 1.2 1.90
Cl 4.78954 -5.28095 -0.38659 0.0 0.0 0.0 0.79
C 3.70511 -3.95280 -0.47710 0.0 0.0 0.0 -0.58
C 4.18372 -2.70794 -0.78785 -0.1 0.0 0.0 -0.12
C 3.31427 -1.58929 -0.87430 0.1 -0.3 0.0 -0.63
I 4.01255 0.28674 -1.36763 0.0 0.1 0.0 1.05
C 1.99155 -1.79818 -0.63496 -0.5 0.1 0.1 -0.36
O 1.02859 -0.84203 -0.69436 1.3 0.1 -1.0 -0.36
C 1.48158 -3.05694 -0.30237 0.0 0.0 0.0 -0.16
N 0.13110 -3.09074 -0.08727 0.0 0.3 0.0 0.03
C -0.40346 -4.26739 0.20110 -0.1 -0.1 0.1 -0.08
C 0.34899 -5.44379 0.29636 0.0 0.1 0.0 0.00
C 1.70650 -5.40385 0.08960 0.1 0.0 0.0 0.04
C 2.31769 -4.17376 -0.22330 0.0 -0.1 0.0 -0.15
H 5.24092 -2.57694 -0.97104 0.0 0.0 0.0 0.11
H -1.47090 -4.28451 0.38645 0.0 0.0 0.0 0.12
H -0.15100 -6.37008 0.53833 0.0 0.0 0.0 0.13
H 2.30670 -6.30084 0.16488 0.0 0.0 0.0 0.12
C 1.75726 6.00894 -1.19802 0.0 0.0 0.0 -0.04
C 1.33661 5.71621 0.09461 0.0 0.0 0.0 -0.05
C 0.87916 4.44601 0.40407 0.0 0.0 0.1 -0.09
C 0.84039 3.46847 -0.59148 0.3 -0.2 0.0 -0.38
C 1.28137 3.75665 -1.88118 0.0 0.0 -0.1 -0.09
C 1.73125 5.03336 -2.18391 0.0 0.0 0.0 -0.05
P 0.13203 1.84814 -0.26807 -0.7 0.0 0.1 1.08
C 0.49301 1.31715 1.43316 -0.1 0.1 0.0 -0.36
C 1.72854 1.57993 2.01428 0.1 0.0 0.0 -0.08
C 2.07667 0.97906 3.21719 0.0 0.0 0.0 -0.02
C 1.20961 0.09698 3.85198 0.0 0.0 0.0 -0.04
C -0.01852 -0.18626 3.28114 0.0 -0.1 0.0 -0.05
C -0.37973 0.42040 2.07700 0.0 -0.4 -0.3 -0.15
C -1.65962 2.00181 -0.33028 -0.2 0.0 0.0 -0.38
C -2.45541 3.12990 -0.25439 0.1 0.1 0.0 -0.03
C -3.83413 2.98040 -0.32252 -0.1 0.0 0.0 -0.01
C -4.41535 1.71558 -0.43465 0.0 0.0 0.0 -0.03
C -3.62287 0.58946 -0.49325 0.2 0.2 0.0 -0.08
C -2.20512 0.70329 -0.48054 -0.7 0.3 -0.3 -0.36
H 2.11294 7.00283 -1.43398 0.0 0.0 0.0 0.12
H 1.36733 6.47816 0.86157 0.0 0.0 0.0 0.12
H 0.55568 4.21906 1.41341 0.0 0.0 0.0 0.11
H 1.26915 2.99021 -2.64690 0.0 0.0 0.0 0.11
H 2.06770 5.26276 -3.18566 0.0 0.0 0.0 0.12
H 2.42147 2.25738 1.53073 0.0 0.0 0.0 0.11
H 3.03540 1.20451 3.66545 0.0 0.0 0.0 0.12
H 1.48867 -0.35574 4.79332 0.0 0.0 0.0 0.12
H -0.71567 -0.84327 3.78446 0.0 0.0 0.0 0.12
H -1.40364 0.28393 1.71705 -0.1 0.2 0.2 0.08
H -2.01752 4.11462 -0.15463 0.0 0.0 0.0 0.12
H -4.46950 3.85561 -0.27852 0.0 0.0 0.0 0.13
H -5.49237 1.62447 -0.47658 0.0 0.0 0.0 0.12
H -4.10458 -0.37565 -0.55793 0.0 0.0 0.0 0.09
C -4.06673 -3.53313 -1.91976 0.1 0.1 0.0 0.06
O -2.89137 -2.72837 -2.31106 -0.2 0.0 0.0 0.02
C -2.26187 -2.10193 -1.41250 0.3 0.0 -0.1 -0.49
O -2.49935 -2.09823 -0.16466 0.0 -0.2 -0.1 -0.12
H -4.41436 -3.97292 -2.84553 0.0 0.0 0.0 0.11
H -4.81091 -2.87135 -1.48705 0.0 0.0 0.0 0.11
H -3.75030 -4.29115 -1.20956 0.0 0.0 0.0 0.10
```
Forces are in eV/Å.

Output
Highest occupied orbital energy ... -14.0 eV
E ... -2553.87489 Ha
Relative energy (zero: lowest compared OMol25 entry of this formula, charge and spin) ... 182.6 kJ/mol
Charge ... +2
HOMO-LUMO gap ... 5.86 eV

The following is a quantum chemistry calculation of an isolated molecule of C5H9NO, from the Open Molecules 2025 dataset.

```
16
Properties=species:S:1:pos:R:3:forces:R:3:lowdin_charge:R:1
C -1.49029 -1.29373 0.32977 0.0 -0.1 0.0 -0.09
C -0.00640 -0.89496 0.38311 0.1 0.0 0.0 -0.20
C 0.04626 0.59556 0.04879 -0.1 -0.1 -0.2 -0.43
O -0.53349 1.35166 1.09117 -0.3 0.0 0.0 -0.02
C 1.33866 1.32840 -0.37527 0.0 -0.1 0.0 -0.11
C 1.75532 0.55648 -1.54165 -0.3 -0.6 -0.9 -0.23
N 1.59869 -0.13144 -2.45910 0.8 0.5 0.6 0.16
H -1.90062 -1.04579 -0.65697 0.1 -0.1 0.2 0.08
H -1.64205 -2.36128 0.50241 0.1 0.1 0.0 0.07
H -2.08912 -0.73861 1.06168 0.1 -0.2 -0.1 0.07
H 0.55469 -1.46380 -0.36343 0.0 0.1 0.1 0.10
H 0.42177 -1.12141 1.37139 0.0 0.1 -0.2 0.12
H -0.50604 0.61984 -0.91195 -0.5 0.5 0.7 0.14
H -0.61196 0.77297 1.86308 0.0 0.3 -0.2 0.09
H 2.06200 1.52766 0.41905 0.0 -0.4 -0.2 0.12
H 1.00258 2.29846 -0.76208 0.1 -0.1 0.2 0.13
```
Forces are in eV/Å.

Output
Highest occupied orbital energy ... -10.7 eV
E ... -325.88050 Ha
Structure (SMILES) ... CC[C@@H](O)CC#N
Relative energy (zero: lowest compared OMol25 entry of this formula, charge and spin) ... 149.8 kJ/mol
Charge ... 0
HOMO-LUMO gap ... 11.51 eV